Entry 1:
107
Properties=species:S:1:pos:R:3:lowdin_charge:R:1 method="wB97M-V/def2-TZVPD" molar_mass_g_mol=984.62 total_charge=+1 max_force_ev_per_a=3.6 e_homo_ha=-0.4036 lumo_energy_ev=-3.14
C 1.89424 0.31966 0.47252 -0.31
P 0.80138 1.47775 -0.64894 0.87
C -1.04000 0.97984 -0.55719 -0.34
C 1.52126 1.24090 -2.40192 -0.48
C 1.90215 2.56782 -3.31541 -0.14
C 2.62060 1.74479 -4.57224 -0.11
N 1.60633 0.60464 -4.75987 0.01
C 0.67653 0.41868 -3.54224 -0.14
H 2.40326 -0.45019 -0.27631 0.01
H 2.77686 0.98561 0.92129 0.06
H 1.26256 -0.20104 1.31571 0.07
H -1.11015 -0.13803 -0.16160 0.07
H -1.55377 1.11616 -1.62189 0.05
H -1.57536 1.75452 0.16114 0.05
H 2.49006 0.57659 -2.25205 0.11
H 0.89718 2.98774 -3.80102 0.14
H 2.55404 3.31749 -2.69290 0.14
H 2.87190 2.42324 -5.49843 0.16
H 3.57737 1.23234 -4.09489 0.15
H 2.06532 -0.31542 -4.95863 0.19
H 0.96501 1.00542 -5.49184 0.15
H 0.50475 -0.72599 -3.25491 0.16
H -0.40865 0.81990 -3.81483 0.15
C -6.67323 -2.00394 -0.97148 -0.06
C -6.25382 -1.07928 -2.09931 -0.21
O -6.16749 0.27578 -1.63380 0.02
C -5.00357 0.62282 -0.99732 -0.32
O -4.06771 -0.15124 -0.81304 0.12
C -5.02631 2.09824 -0.60132 -0.46
F -6.21299 2.47709 -0.04483 0.13
F -4.83066 2.91954 -1.67274 0.14
F -4.06323 2.42233 0.30715 0.13
H -7.60558 -1.65603 -0.51477 0.09
H -6.81796 -3.02283 -1.34043 0.09
H -5.91972 -2.02633 -0.17840 0.08
H -7.01294 -1.09697 -2.88831 0.13
H -5.30920 -1.39934 -2.55458 0.12
C 2.81680 -3.05522 -0.57697 -0.08
C 4.09248 -3.03432 0.24467 -0.21
O 3.95188 -3.85503 1.41387 0.00
C 4.15929 -5.19890 1.23705 -0.31
O 4.44648 -5.71051 0.15783 0.15
C 4.02798 -5.94276 2.56506 -0.47
F 2.94597 -5.53894 3.29144 0.14
F 5.11493 -5.75469 3.36751 0.14
F 3.89733 -7.29081 2.41152 0.15
H 1.95784 -2.76736 0.03802 0.08
H 2.89163 -2.36893 -1.42469 0.06
H 2.61084 -4.05896 -0.96085 0.08
H 4.28646 -2.01451 0.59316 0.10
H 4.96115 -3.34197 -0.34928 0.13
C -0.15500 4.76156 -10.66365 -0.06
C -0.48255 4.49758 -9.20560 -0.21
O -0.76086 3.10509 -8.99615 0.01
C 0.32915 2.28860 -8.83654 -0.33
O 1.49132 2.68523 -8.86788 0.14
C -0.11078 0.84940 -8.57313 -0.47
F -1.11448 0.44396 -9.40357 0.16
F -0.57833 0.68075 -7.30281 0.12
F 0.89721 -0.05452 -8.73051 0.14
H -0.95600 4.39076 -11.31156 0.09
H -0.02150 5.83184 -10.84228 0.09
H 0.76123 4.24343 -10.96254 0.08
H -1.38761 5.04819 -8.92851 0.13
H 0.31938 4.84219 -8.54215 0.12
C 6.18434 -2.25477 4.02284 -0.05
C 5.32736 -1.18317 3.37467 -0.21
O 5.62048 0.10452 3.93708 0.02
C 6.71385 0.75331 3.42340 -0.32
O 7.42836 0.29278 2.53665 0.14
C 6.87922 2.12607 4.07332 -0.47
F 6.71663 2.09191 5.42751 0.14
F 5.96925 3.02789 3.60484 0.14
F 8.10702 2.67614 3.85464 0.14
H 6.06778 -2.23496 5.11138 0.08
H 5.90754 -3.24629 3.65476 0.07
H 7.24588 -2.09142 3.81374 0.09
H 4.27092 -1.38656 3.57874 0.13
H 5.44829 -1.17284 2.28504 0.10
C 2.32302 -6.95262 9.40569 -0.06
C 1.68986 -6.26268 8.21155 -0.21
O 2.46335 -5.11761 7.82310 0.01
C 3.55148 -5.36571 7.02643 -0.32
O 3.88107 -6.48708 6.64850 0.14
C 4.25071 -4.06072 6.64921 -0.47
F 4.39691 -3.21468 7.70953 0.15
F 3.55983 -3.36455 5.70116 0.14
F 5.50213 -4.25197 6.14400 0.13
H 2.46737 -6.24411 10.22793 0.09
H 1.69466 -7.77663 9.75410 0.08
H 3.30991 -7.35214 9.15332 0.08
H 0.69496 -5.89653 8.48575 0.13
H 1.55805 -6.95200 7.36924 0.13
C -7.71782 4.78488 0.42440 -0.07
C -7.98368 6.07406 1.17953 -0.20
O -9.31209 6.07434 1.72329 0.01
C -9.47774 5.41380 2.91347 -0.32
O -8.56972 4.84002 3.50946 0.14
C -10.92089 5.53562 3.39996 -0.47
F -11.83219 5.32879 2.40588 0.14
F -11.18789 6.77330 3.90755 0.14
F -11.22925 4.64583 4.38538 0.14
H -8.48489 4.62081 -0.33951 0.09
H -6.73744 4.81479 -0.05848 0.07
H -7.74742 3.92103 1.09535 0.07
H -7.92226 6.92175 0.48908 0.13
H -7.23761 6.24404 1.96471 0.13

---

Entry 2:
92
Properties=species:S:1:pos:R:3:lowdin_charge:R:1 method="wB97M-V/def2-TZVPD" multiplicity=2 molar_mass_g_mol=872.58 total_charge=0 s_squared=0.800 max_force_ev_per_a=4.6 e_homo_ha="-0.2204 / -0.2100" e_above_lowest_kcal_mol=70.7 lumo_energy_ev="-1.36 / -1.77"
V 1.09092 1.29601 -0.39679 1.10
C 2.22256 5.40977 -0.05406 0.00
C 2.11854 3.95071 0.29609 -0.41
O 1.14818 3.31784 -0.28598 -0.11
C 3.00533 3.41935 1.21034 -0.02
C 3.12776 2.05347 1.58884 -0.28
C 4.23337 1.67564 2.52847 -0.02
N 2.37009 1.12318 1.07278 -0.06
N 2.78873 -0.21112 1.27611 0.13
C 2.14272 -1.02518 0.51247 -0.43
O 1.10560 -0.66967 -0.24521 -0.24
C 2.62595 -2.42895 0.44386 -0.16
C 1.76707 -3.43212 0.02050 -0.06
C 2.20176 -4.74774 -0.06959 -0.07
C 3.51416 -5.06612 0.25533 -0.08
C 4.38126 -4.06394 0.67488 -0.08
C 3.94031 -2.75067 0.76861 -0.02
H 1.62039 5.99926 0.64536 0.09
H 1.82498 5.57137 -1.05612 0.09
H 3.25285 5.76246 -0.00125 0.08
H 3.71692 4.10475 1.64679 0.11
H 4.65060 2.56333 3.00246 0.08
H 5.02099 1.15571 1.97863 0.09
H 3.87232 0.98080 3.28549 0.09
H 0.74783 -3.16864 -0.21654 0.08
H 1.52205 -5.52532 -0.40028 0.11
H 3.86307 -6.08953 0.17439 0.10
H 5.40853 -4.30655 0.92036 0.10
H 4.60352 -1.95636 1.08643 0.11
Cl 3.14054 4.02129 -6.67519 0.67
C 2.91811 3.28663 -5.10787 -0.65
C 4.02843 3.16199 -4.25285 -0.09
C 3.89397 2.55548 -3.03444 -0.56
Cl 5.25339 2.39328 -1.98032 0.75
C 2.63937 2.06464 -2.60479 -0.30
O 2.51061 1.44483 -1.46757 -0.14
C 1.52574 2.26744 -3.45341 -0.10
C 0.21714 1.89274 -3.00496 -0.07
O -0.01740 1.44774 -1.87149 -0.09
C 1.68827 2.85504 -4.72275 -0.05
H 4.99082 3.55152 -4.55839 0.11
H -0.63088 2.01190 -3.68326 0.16
H 0.83478 2.97730 -5.38140 0.12
N -0.07174 3.37578 2.70604 0.03
C -1.12545 3.47319 1.70952 -0.18
C -1.22574 2.26283 0.80421 -0.64
O -2.13737 2.23278 -0.00771 -0.04
O -0.39381 1.24049 1.01579 -0.30
H -0.23782 2.61234 3.34657 0.07
H 0.00462 4.22954 3.24092 0.07
H -0.93929 4.32712 1.06167 0.12
H -2.13275 3.58796 2.12212 0.12
C 0.44459 -2.51243 2.72705 -0.20
Si -1.23501 -1.88738 2.28245 0.33
C -2.41143 -3.31797 2.49024 -0.22
C -1.63614 -0.58340 3.54740 -0.22
Sb -1.73179 -0.78322 -0.00371 1.12
Si -2.01411 -2.66438 -1.78426 0.29
C -3.23513 -1.89720 -2.96581 -0.25
C -2.76260 -4.23697 -1.14256 -0.24
C -0.44661 -3.02065 -2.70375 -0.22
Si -4.16240 0.02163 0.45670 0.33
C -5.19227 -1.45961 0.95387 -0.24
C -4.78783 0.66880 -1.17049 -0.23
C -4.45521 1.35451 1.71116 -0.21
H 0.41644 -2.69029 3.80859 0.05
H 1.23735 -1.78812 2.51562 0.02
H 0.69646 -3.45059 2.22413 0.03
H -2.10440 -3.88657 3.37769 0.03
H -2.39551 -3.99685 1.63287 0.00
H -3.44101 -2.98561 2.63460 0.01
H -2.01574 -1.05475 4.46137 0.04
H -2.37696 0.12711 3.19610 -0.02
H -0.72801 -0.02371 3.79384 0.03
H -4.25854 -2.03046 -2.60348 0.02
H -3.15677 -2.37267 -3.95022 0.03
H -3.05874 -0.82585 -3.09074 0.02
H -3.76340 -4.06279 -0.73402 0.02
H -2.15466 -4.71279 -0.36735 0.01
H -2.85065 -4.93828 -1.98342 0.03
H 0.24113 -2.17037 -2.68109 0.02
H -0.70861 -3.23042 -3.74646 0.03
H 0.08079 -3.88390 -2.29708 0.02
H -4.81343 -2.40241 0.54799 0.00
H -6.21781 -1.31877 0.58654 0.03
H -5.23489 -1.55448 2.04440 0.02
H -5.11540 -0.13348 -1.83609 0.01
H -4.00805 1.24932 -1.67017 0.02
H -5.63810 1.33538 -0.98487 0.04
H -3.96083 1.20564 2.66841 0.01
H -5.53665 1.38728 1.89152 0.04
H -4.12997 2.31111 1.30018 0.02